The following is a quantum chemistry calculation of a structure of composition CH2I2O3, from the OMol25 dataset.

XYZ file:
```
8
Properties=species:S:1:pos:R:3:forces:R:3
C -0.336089 -1.164056 -0.300312 0.9 -0.8 1.4
O -0.327726 -0.459962 -1.386335 0.2 1.4 -0.9
O 0.680524 0.204804 0.786714 -0.2 0.5 0.2
O -1.342132 -1.535414 0.324536 2.3 -0.1 0.3
I 1.174514 -2.565305 0.040293 1.1 -0.7 -0.2
I -3.305613 -0.838293 0.018852 -3.5 1.1 -0.5
H 0.480778 0.117757 -1.353952 -0.8 -0.8 -0.1
H 0.257114 1.057281 1.043680 -0.1 -0.7 -0.2
```
Forces are in eV/Å.

Values from the calculation:
Multiplicity: 3
DFT total energy (a.u.): -860.22620
Energy relative to the best compared isomer or geometry (same formula, charge and spin) (kJ/mol): 99.0
Frontier orbital gap (spin up / spin down) (eV): 8.22 / 4.66
E_HOMO (spin up / spin down) (eV): -7.98 / -8.90
Molar mass (g/mol): 315.83

=====

The following is a quantum chemistry calculation of an isolated molecule of C4H9N3, from the OMol25 dataset.

XYZ file:
```
16
Properties=species:S:1:pos:R:3:forces:R:3
H -0.111062 -1.468065 1.556384 -0.6 0.3 -0.6
N 0.338543 -1.598399 0.654017 2.1 0.3 0.1
C 0.769544 -0.446830 0.110369 -0.6 -1.5 -0.1
C 2.122436 -0.363429 -0.516999 -0.1 -0.1 -0.5
C -0.178412 0.573186 0.058961 -0.6 -0.1 1.2
N 0.117430 1.943072 -0.058957 -0.2 -0.1 0.3
C -1.471290 0.070836 0.378052 -0.1 1.5 -0.9
N -2.214878 -0.701087 -0.482447 0.1 -0.5 0.4
H 2.394177 -1.344871 -0.908842 0.0 0.0 0.1
H 2.140090 0.360040 -1.332084 0.0 0.1 0.0
H 2.872629 -0.074642 0.222683 0.0 0.0 0.0
H 0.729854 2.323942 0.649634 0.0 0.1 0.0
H -0.684326 2.533328 -0.225619 0.1 0.0 0.0
H -2.110932 0.652058 1.047161 -0.1 0.2 -0.2
H -1.670441 -1.330459 -1.057522 -0.1 0.0 0.0
H -3.043360 -1.128680 -0.094790 0.1 -0.1 0.0
```
Forces are in eV/Å.

Values from the calculation:
DFT total energy (a.u.): -321.98455
Energy relative to the best compared isomer or geometry (same formula, charge and spin) (kJ/mol): 277.8
Frontier orbital gap (spin up / spin down) (eV): 7.64 / 7.63
E_HOMO (spin up / spin down) (eV): -7.15 / -7.15
Molar mass (g/mol): 99.14

=====

The following is a quantum chemistry calculation of a cluster of 2 separate species, C2H7N2O in total, from the OMol25 dataset.

XYZ file:
```
12
Properties=species:S:1:pos:R:3:forces:R:3
N -0.703591 -1.401583 -0.802390 0.0 -0.2 0.2
C -1.350921 -0.716572 0.409371 0.0 -0.2 -0.3
O -2.034878 -1.506144 1.207590 -0.1 -0.1 0.0
H -1.495150 -1.804632 -1.303393 0.0 0.1 -0.1
H -0.302352 -2.242290 -0.381643 0.1 0.1 0.0
H -0.467868 -0.225973 0.898184 0.0 0.2 0.0
H -1.940919 0.094731 -0.095775 0.0 0.1 0.1
C 1.843717 1.359341 -0.242579 0.4 -0.3 -0.8
N 1.731207 2.336782 0.544821 -0.3 0.1 0.3
H 2.743679 1.303115 -0.865526 0.0 0.1 0.1
H 1.130663 0.550553 -0.420715 -0.2 0.1 0.3
H 0.846417 2.252667 1.052050 0.0 0.0 0.0
```
Forces are in eV/Å.

Values from the calculation:
DFT total energy (a.u.): -265.11598
Energy relative to the best compared isomer or geometry (same formula, charge and spin) (kJ/mol): 116.4
Charge: -1
Frontier orbital gap (eV): 6.83
E_HOMO (eV): -2.61
Molar mass (g/mol): 75.09